{
  "formula": "C19H26N2O4",
  "method": "the ωB97M-V functional and the def2-TZVPD basis",
  "symbols": ["C", "C", "C", "C", "N", "C", "O", "C", "C", "C", "C", "O", "C", "C", "C", "N", "C", "O", "C", "O", "C", "C", "C", "C", "C", "H", "H", "H", "H", "H", "H", "H", "H", "H", "H", "H", "H", "H", "H", "H", "H", "H", "H", "H", "H", "H", "H", "H", "H", "H", "H"],
  "coordinates": [[-7.39810, -0.82563, 0.37506], [-6.82466, 0.34157, 0.61459], [-6.95140, 1.06412, 1.92170], [-5.96190, 1.01839, -0.42392], [-4.55214, 0.80447, -0.16522], [-3.80375, -0.04810, -0.90780], [-4.23917, -0.62469, -1.88643], [-2.39776, -0.21688, -0.44279], [-1.68377, 0.77242, 0.23080], [-0.37950, 0.55217, 0.61348], [0.25469, -0.66258, 0.33713], [1.53127, -0.76156, 0.78582], [2.30606, -1.91960, 0.51366], [2.80388, -1.92721, -0.93678], [3.60616, -0.65780, -1.22901], [4.49498, -0.34319, -0.12660], [5.03565, 0.86988, 0.09688], [5.79273, 1.08971, 1.02640], [4.68245, 1.97978, -0.90112], [3.30883, 2.28605, -0.97788], [2.78109, 2.77706, 0.23240], [4.78195, -1.42996, 0.78273], [3.50016, -1.88396, 1.48481], [-0.45305, -1.65013, -0.34291], [-1.75913, -1.41731, -0.72921], [-7.99849, -1.32809, 1.11508], [-7.28458, -1.32493, -0.57152], [-7.57833, 0.50890, 2.61388], [-5.97268, 1.20573, 2.38053], [-7.39018, 2.04953, 1.76560], [-6.15899, 2.09624, -0.43920], [-6.15416, 0.59836, -1.41321], [-4.18497, 1.14802, 0.70692], [-2.13115, 1.73505, 0.43291], [0.18218, 1.31179, 1.13370], [1.70081, -2.81594, 0.70778], [3.40940, -2.82185, -1.08719], [1.96332, -1.96757, -1.63009], [2.91814, 0.17569, -1.38217], [4.18747, -0.79902, -2.15083], [5.25730, 2.86742, -0.60040], [4.98297, 1.68202, -1.90958], [3.34300, 3.65126, 0.58006], [2.79841, 2.01176, 1.01586], [1.75269, 3.06338, 0.01987], [5.50904, -1.06401, 1.50952], [5.23101, -2.25724, 0.22302], [3.65942, -2.86563, 1.92985], [3.25171, -1.18148, 2.28104], [-0.00496, -2.60298, -0.57716], [-2.30941, -2.17460, -1.26687]],
  "atomic_forces_ev_per_a": [[-0.1, 0.0, -0.1], [0.0, 0.2, 0.0], [-0.1, -0.1, -0.1], [-0.1, -0.1, -0.2], [-0.1, 0.4, 0.3], [0.1, 0.1, 0.1], [-0.1, -0.2, -0.1], [0.2, -0.2, -0.1], [0.0, -0.2, -0.1], [0.2, -0.1, 0.0], [-0.3, 0.2, 0.0], [-0.1, 0.3, 0.0], [0.2, -0.6, -0.1], [-0.2, 0.3, 0.3], [-0.2, 0.0, -0.5], [-0.1, -0.3, 0.1], [0.0, 0.3, -0.2], [0.2, 0.2, 0.2], [0.1, 0.2, 0.0], [0.0, -0.1, -0.2], [0.0, 0.1, 0.1], [0.1, -0.1, 0.4], [0.0, 0.1, -0.2], [0.3, -0.1, 0.1], [-0.2, 0.2, 0.0], [-0.1, -0.1, 0.2], [0.1, -0.1, -0.2], [0.0, 0.0, 0.1], [0.1, 0.1, 0.1], [0.0, 0.1, 0.0], [0.0, -0.1, -0.1], [0.0, 0.1, 0.1], [0.1, -0.1, -0.1], [0.0, 0.1, 0.0], [0.1, 0.1, 0.1], [0.0, 0.2, 0.0], [0.0, -0.1, 0.0], [0.1, -0.1, 0.0], [0.1, -0.2, 0.0], [-0.1, 0.0, 0.0], [0.0, -0.2, 0.0], [0.0, 0.0, 0.1], [0.0, 0.0, 0.0], [0.0, 0.0, 0.0], [0.0, 0.0, 0.1], [-0.1, -0.1, -0.2], [0.0, 0.0, 0.1], [0.0, 0.0, 0.0], [0.0, -0.1, 0.0], [0.1, -0.1, 0.0], [0.0, -0.1, -0.1]],
  "nbo_charge": [-0.384, 0.009, -0.642, -0.264, -0.605, 0.664, -0.625, -0.177, -0.167, -0.288, 0.405, -0.524, 0.095, -0.443, -0.229, -0.437, 0.650, -0.630, -0.155, -0.534, -0.255, -0.232, -0.414, -0.335, -0.130, 0.192, 0.205, 0.220, 0.205, 0.215, 0.194, 0.246, 0.391, 0.210, 0.222, 0.187, 0.213, 0.230, 0.240, 0.192, 0.197, 0.202, 0.173, 0.175, 0.193, 0.257, 0.185, 0.214, 0.231, 0.219, 0.236],
  "smiles": "C=C(C)CNC(=O)c1ccc(OC2CCN(C(=O)COC)CC2)cc1",
  "multiplicity": 1,
  "fmax_ev_per_a": 0.64,
  "charge": 0,
  "de_lowest_kcal_mol": 46.8,
  "energy_ev": -31294.9245,
  "gap_ev": 9.383
}